(w)
# FH3NOPS

A cluster of 2 separate species, FH3NOPS in total (ωB97M-V/def2-TZVPD, OMol25).

Cartesian coordinates (Å):
N  0.255  1.259  -0.037
O  1.463  -1.289  -0.565
F  -1.382  1.838  1.720
P  -1.136  0.886  0.448
S  -2.756  0.021  -0.037
H  0.947  0.856  -0.671
H  0.696  -1.558  -0.068
H  1.913  -2.012  -0.789

Results
**HOMO energy**: -10.08 eV
**E_LUMO**: -0.4468 eV

The net atomic charges from natural (NBO), expressed in e, are: N -1.195; O -0.935; F -0.545; P 1.721; S -0.437; H 0.453; H 0.473; H 0.466

=====

(x)
# FH3NOPS

A structure of composition FH3NOPS (ωB97M-V/def2-TZVPD, OMol25).

Cartesian coordinates (Å):
N  0.388  0.959  0.874
O  1.097  -1.028  -1.324
F  -0.767  -1.186  1.123
P  -0.539  -0.109  0.019
S  -2.188  0.548  -0.765
H  0.465  1.741  0.250
H  0.983  0.630  1.590
H  0.562  -1.556  -1.767

Results
**HOMO energy**: -10.04 eV
**E_LUMO**: -0.9976 eV

The net atomic charges from natural (NBO), expressed in e, are: N -1.177; O -0.900; F -0.550; P 1.785; S -0.452; H 0.428; H 0.435; H 0.430

=====

Stability check: which of them is least stable? (x).

=====

(w)
# C5H9N

The ion C5H9N with charge +1 (ωB97M-V/def2-TZVPD, OMol25).

Cartesian coordinates (Å):
N  -1.466  -2.061  -2.246
C  -0.506  -1.062  -1.800
C  -0.624  -0.402  -0.620
C  0.356  0.288  0.235
C  0.139  0.734  1.536
C  1.126  1.693  2.171
H  -1.121  -3.036  -2.279
H  -1.525  -1.793  -3.237
H  0.570  -0.981  -2.427
H  -1.619  -0.338  -0.183
H  1.456  0.423  -0.070
H  -0.880  0.615  1.990
H  1.042  1.727  3.263
H  0.876  2.709  1.823
H  2.176  1.484  1.845

Results
**Net charge**: +1
**HOMO energy (spin up / spin down)**: -14.40 / -14.76 eV
**Multiplicity**: 2
**<S²>**: 0.78
**E_LUMO (spin up / spin down)**: -5.0354 / -7.8203 eV

The net atomic charges from natural (NBO), expressed in e, are: N -0.834; C 0.226; C -0.192; C -0.157; C 0.104; C -0.697; H 0.425; H 0.394; H 0.213; H 0.244; H 0.239; H 0.231; H 0.267; H 0.286; H 0.252

=====

(x)
# C5H9N

The ion C5H9N with charge +1 (ωB97M-V/def2-TZVPD, OMol25).

Cartesian coordinates (Å):
N  2.200  0.446  0.383
C  1.004  -0.318  0.079
C  1.088  -1.229  -0.950
C  -2.569  0.930  -0.072
C  -1.554  -0.138  0.208
C  -0.170  0.167  0.651
H  2.156  1.324  -0.116
H  3.028  -0.090  0.162
H  1.943  -1.096  -1.596
H  0.278  -1.757  -1.443
H  -3.418  1.048  0.605
H  -2.943  1.151  -1.068
H  -1.366  0.079  -0.865
H  -1.766  -1.173  0.525
H  -0.098  0.959  1.398

Results
**Net charge**: +1
**HOMO energy (spin up / spin down)**: -13.47 / -14.44 eV
**Multiplicity**: 2
**<S²>**: 0.76
**E_LUMO (spin up / spin down)**: -7.4083 / -7.3619 eV

The net atomic charges from natural (NBO), expressed in e, are: N -0.806; C -0.034; C -0.049; C -0.230; C -0.627; C 0.276; H 0.390; H 0.391; H 0.227; H 0.230; H 0.190; H 0.201; H 0.306; H 0.290; H 0.245

=====

Stability check: which of them is least stable? (x).

=====

(w)
# C2H8NO2

A cluster of 2 separate species, C2H8NO2 in total (ωB97M-V/def2-TZVPD, OMol25).

Cartesian coordinates (Å):
C  -1.278  -0.079  0.250
C  -1.239  -1.290  -0.586
N  -0.525  0.918  -0.005
O  2.094  1.425  0.248
O  1.725  0.050  0.389
H  -1.905  -0.195  1.167
H  -0.535  -1.060  -1.369
H  -2.250  -1.464  -0.967
H  -0.812  -2.028  0.030
H  2.444  -0.358  -0.138
H  -0.261  1.623  0.635
H  0.113  0.820  -0.710
H  2.428  1.637  1.056

Results
**Net charge**: +1
**HOMO energy**: -15.90 eV
**E_LUMO**: -4.6605 eV

The net atomic charges from natural (NBO), expressed in e, are: C 0.345; C -0.683; N -0.567; O -0.459; O -0.487; H 0.240; H 0.226; H 0.282; H 0.275; H 0.491; H 0.439; H 0.424; H 0.472

=====

(x)
# C2H8NO2

A cluster of 2 separate species, C2H8NO2 in total (ωB97M-V/def2-TZVPD, OMol25).

Cartesian coordinates (Å):
O  1.566  -0.975  0.405
C  1.518  0.058  -0.197
C  0.412  1.038  0.025
N  -0.548  0.504  1.038
H  2.251  0.339  -0.958
H  0.679  2.051  0.290
H  -0.168  1.146  -0.888
H  -1.287  1.192  1.216
H  -0.972  -0.331  0.605
H  -0.070  0.256  1.904
H  -1.560  -1.666  -1.809
H  -0.777  -2.214  -0.594
O  -1.045  -1.399  -1.037

Results
**Net charge**: +1
**HOMO energy**: -15.06 eV
**E_LUMO**: -3.5844 eV

The net atomic charges from natural (NBO), expressed in e, are: O -0.492; C 0.430; C -0.339; N -0.677; H 0.164; H 0.257; H 0.262; H 0.446; H 0.477; H 0.452; H 0.511; H 0.499; O -0.990

=====

Stability check: which of them is least stable? (w).

=====

(w)
# CHF2O2S

A cluster of 2 separate species, CHF2O2S in total (ωB97M-V/def2-TZVPD, OMol25).

Cartesian coordinates (Å):
C  -1.986  -0.461  -0.726
O  2.563  1.562  -0.260
O  3.715  0.041  1.432
F  -3.223  -0.964  -0.927
F  -2.288  0.603  0.099
S  2.638  0.279  0.413
H  -1.417  -1.061  -0.032

Results
**Net charge**: -1
**HOMO energy (spin up / spin down)**: -5.11 / -1.17 eV
**E_LUMO (spin up / spin down)**: 3.7396 / 1.6966 eV

The net atomic charges from natural (NBO), expressed in e, are: C 0.466; O -0.986; O -0.999; F -0.367; F -0.378; S 1.154; H 0.109

=====

(x)
# CHF2O2S

The ion CHF2O2S with charge -1 (ωB97M-V/def2-TZVPD, OMol25).

Cartesian coordinates (Å):
C  0.118  0.231  -0.787
O  1.848  -1.529  0.627
O  0.228  -2.619  -0.885
F  -1.062  0.318  -1.481
F  0.799  1.398  -1.056
S  1.303  -1.632  -0.732
H  -0.138  0.251  0.293

Results
**Net charge**: -1
**HOMO energy**: -3.33 eV
**E_LUMO**: 4.1422 eV

The net atomic charges from natural (NBO), expressed in e, are: C 0.296; O -1.024; O -1.024; F -0.386; F -0.395; S 1.456; H 0.077

=====

Stability check: which of them is least stable? (w).

=====

(w)
# C2H4ClN2

A cluster of 2 separate species, C2H4ClN2 in total (ωB97M-V/def2-TZVPD, OMol25).

Cartesian coordinates (Å):
C  0.421  1.786  -0.041
C  -1.405  0.177  0.036
N  -0.537  0.981  0.040
N  -0.519  -1.626  0.030
Cl  -3.027  0.043  -0.013
H  0.846  1.861  -0.941
H  0.810  2.288  0.936
H  -0.459  -1.712  -1.001
H  -1.193  -2.315  0.370

Results
**Net charge**: +1
**HOMO energy**: -15.03 eV
**E_LUMO**: -6.4543 eV

The net atomic charges from natural (NBO), expressed in e, are: C 0.134; C 0.400; N -0.323; N -0.705; Cl 0.267; H 0.225; H 0.267; H 0.362; H 0.373

=====

(x)
# C2H4ClN2

The ion C2H4ClN2 with charge +1 (ωB97M-V/def2-TZVPD, OMol25).

Cartesian coordinates (Å):
C  0.601  1.934  0.021
C  0.458  0.025  1.416
N  0.213  0.820  0.506
N  -0.782  -2.138  -0.613
Cl  -0.042  -1.885  0.928
H  0.202  2.980  0.012
H  1.553  1.851  -0.653
H  -1.811  -2.198  -0.356
H  -0.392  -1.389  -1.261

Results
**Net charge**: +1
**HOMO energy (spin up / spin down)**: -14.65 / -14.64 eV
**E_LUMO (spin up / spin down)**: -6.4574 / -6.4580 eV

The net atomic charges from natural (NBO), expressed in e, are: C 0.157; C 0.329; N -0.500; N -0.778; Cl 0.467; H 0.263; H 0.229; H 0.422; H 0.411

=====

Stability check: which of them is least stable? (x).

=====

(w)
# CH10N2O2

A cluster of 3 separate species, CH10N2O2 in total (ωB97M-V/def2-TZVPD, OMol25).

Cartesian coordinates (Å):
N  -1.204  -1.708  0.830
C  -0.442  -0.499  0.827
N  0.796  -0.596  1.587
H  -1.471  -1.964  1.768
H  -0.671  -2.449  0.403
H  -0.145  -0.264  -0.198
H  -1.048  0.353  1.153
H  0.630  -0.724  2.577
H  1.381  0.227  1.529
O  -2.474  2.907  -2.471
H  -2.145  3.809  -2.424
H  -1.923  2.462  -3.126
O  2.916  -0.107  -0.874
H  2.162  -0.713  -0.887
H  3.637  -0.734  -0.695

Results
**HOMO energy**: -9.38 eV
**SMILES**: NCN.O.O
**E_LUMO**: 0.8416 eV

The net atomic charges from natural (NBO), expressed in e, are: N -0.827; C -0.049; N -0.870; H 0.352; H 0.357; H 0.165; H 0.159; H 0.346; H 0.367; O -0.938; H 0.468; H 0.469; O -0.936; H 0.468; H 0.468

=====

(x)
# CH10N2O2

A cluster of 3 separate species, CH10N2O2 in total (ωB97M-V/def2-TZVPD, OMol25).

Cartesian coordinates (Å):
N  0.299  -0.643  0.066
C  -0.286  0.676  -0.330
N  -0.378  1.646  0.754
H  -0.337  -1.358  -0.099
H  0.792  -0.419  0.906
H  -1.294  0.481  -0.695
H  0.351  1.012  -1.146
H  0.119  1.323  1.579
H  0.074  2.517  0.514
O  1.988  -1.679  -3.146
H  2.785  -1.217  -2.872
H  1.387  -1.585  -2.410
O  -2.069  -0.555  2.267
H  -1.706  -0.173  3.070
H  -1.725  -0.024  1.542

Results
**HOMO energy**: -9.41 eV
**SMILES**: NCN.O.O
**E_LUMO**: 0.6901 eV

The net atomic charges from natural (NBO), expressed in e, are: N -0.878; C -0.064; N -0.861; H 0.386; H 0.368; H 0.165; H 0.168; H 0.348; H 0.373; O -0.943; H 0.466; H 0.475; O -0.943; H 0.466; H 0.474

=====

Stability check: which of them is least stable? (x).

=====

(w)
# C17H20N2O4S

An isolated molecule of C17H20N2O4S (ωB97M-V/def2-TZVPD, OMol25).

Cartesian coordinates (Å):
C  -4.766  2.218  -1.922
C  -3.975  2.476  -0.898
C  -2.590  1.918  -0.763
O  -2.459  1.010  0.330
C  -3.103  -0.204  0.147
C  -2.417  -1.290  -0.392
C  -0.974  -1.168  -0.813
N  -0.170  -0.588  0.239
C  1.169  -0.366  0.125
C  1.951  -0.948  -0.884
C  3.315  -0.738  -0.916
C  3.916  0.051  0.044
S  5.679  0.281  0.016
N  6.270  -0.959  0.982
O  6.016  1.501  0.685
O  6.176  0.030  -1.303
C  3.165  0.644  1.045
C  1.805  0.440  1.086
C  -3.084  -2.500  -0.546
C  -4.406  -2.625  -0.172
C  -5.086  -1.555  0.384
C  -4.442  -0.337  0.558
O  -5.002  0.766  1.114
C  -6.350  0.712  1.508
H  -5.760  2.627  -1.992
H  -4.449  1.595  -2.743
H  -4.306  3.089  -0.073
H  -2.292  1.425  -1.698
H  -1.879  2.718  -0.536
H  -0.910  -0.565  -1.735
H  -0.592  -2.167  -1.044
H  -0.675  0.055  0.833
H  1.491  -1.558  -1.644
H  3.930  -1.165  -1.694
H  5.989  -0.878  1.945
H  6.096  -1.874  0.601
H  3.665  1.273  1.764
H  1.206  0.902  1.856
H  -2.559  -3.345  -0.963
H  -4.917  -3.567  -0.302
H  -6.114  -1.680  0.683
H  -7.008  0.501  0.659
H  -6.580  1.700  1.904
H  -6.512  -0.036  2.291

Results
**HOMO energy**: -8.12 eV
**SMILES**: C=CCOc1c(CNc2ccc(S(N)(=O)=O)cc2)cccc1OC
**E_LUMO**: 0.6029 eV

The net atomic charges from natural (NBO), expressed in e, are: C -0.378; C -0.197; C -0.098; O -0.543; C 0.288; C -0.064; C -0.232; N -0.586; C 0.203; C -0.249; C -0.174; C -0.416; S 2.313; N -1.060; O -0.937; O -0.938; C -0.152; C -0.268; C -0.221; C -0.189; C -0.300; C 0.271; O -0.491; C -0.251; H 0.200; H 0.192; H 0.206; H 0.171; H 0.203; H 0.190; H 0.205; H 0.410; H 0.208; H 0.238; H 0.392; H 0.392; H 0.237; H 0.214; H 0.212; H 0.217; H 0.222; H 0.178; H 0.202; H 0.180

=====

(x)
# C17H20N2O4S

An isolated molecule of C17H20N2O4S (ωB97M-V/def2-TZVPD, OMol25).

Cartesian coordinates (Å):
C  -6.380  -1.909  0.712
C  -5.625  -1.400  -0.517
C  -4.138  -1.366  -0.208
O  -3.553  -2.389  0.081
N  -3.489  -0.163  -0.270
C  -2.127  0.003  -0.002
C  -1.241  -0.886  0.587
C  0.073  -0.474  0.765
C  0.474  0.784  0.360
S  2.172  1.278  0.552
O  2.252  2.680  0.840
O  2.842  0.363  1.431
N  2.700  1.115  -1.042
C  2.862  -0.253  -1.499
C  3.929  -1.003  -0.766
C  3.926  -2.216  -0.145
C  5.223  -2.384  0.398
C  5.912  -1.261  0.069
O  5.140  -0.421  -0.642
C  -0.404  1.677  -0.234
C  -1.708  1.277  -0.407
C  -2.862  2.012  -1.017
C  -4.069  1.137  -0.629
C  -4.806  1.733  0.570
H  -5.960  -2.860  1.031
H  -6.297  -1.204  1.537
H  -7.433  -2.049  0.479
H  -6.026  -0.442  -0.834
H  -5.758  -2.119  -1.330
H  -1.565  -1.865  0.894
H  0.801  -1.117  1.233
H  3.539  1.664  -1.168
H  3.085  -0.217  -2.572
H  1.906  -0.761  -1.356
H  3.105  -2.899  -0.079
H  5.583  -3.221  0.960
H  6.916  -0.947  0.272
H  -0.048  2.651  -0.528
H  -2.959  3.026  -0.633
H  -2.740  2.071  -2.102
H  -4.751  1.022  -1.476
H  -4.109  1.873  1.394
H  -5.608  1.081  0.904
H  -5.233  2.697  0.304

Results
**HOMO energy**: -8.44 eV
**SMILES**: CCC(=O)N1c2ccc(S(=O)(=O)NCc3ccco3)cc2C[C@@H]1C
**E_LUMO**: 0.5841 eV

The net atomic charges from natural (NBO), expressed in e, are: C -0.595; C -0.495; C 0.700; O -0.612; N -0.442; C 0.163; C -0.229; C -0.173; C -0.361; S 2.304; O -0.939; O -0.932; N -0.847; C -0.279; C 0.263; C -0.294; C -0.310; C 0.089; O -0.413; C -0.195; C 0.032; C -0.444; C -0.023; C -0.617; H 0.229; H 0.201; H 0.212; H 0.204; H 0.236; H 0.262; H 0.245; H 0.405; H 0.223; H 0.228; H 0.224; H 0.228; H 0.203; H 0.242; H 0.227; H 0.225; H 0.208; H 0.218; H 0.212; H 0.216

=====

Stability check: which of them is least stable? (w).

=====

(w)
# C4H7OP

An isolated molecule of C4H7OP (ωB97M-V/def2-TZVPD, OMol25).

Cartesian coordinates (Å):
C  -1.388  -0.830  -0.300
C  -0.736  -1.868  -0.083
C  -0.919  0.578  0.199
C  0.494  0.874  -0.300
O  3.146  -0.040  -0.206
P  1.843  -0.088  0.498
H  -2.308  -0.921  -0.805
H  -0.656  -2.890  -0.114
H  -1.698  1.339  -0.143
H  -0.979  0.411  1.302
H  0.685  0.696  -1.451
H  0.415  2.047  -0.258
H  2.102  0.691  1.661

Results
**HOMO energy (spin up / spin down)**: -8.52 / -8.82 eV
**E_LUMO (spin up / spin down)**: -1.2219 / -0.1755 eV

The net atomic charges from natural (NBO), expressed in e, are: C -0.309; C -0.105; C -0.428; C -0.817; O -0.972; P 1.337; H 0.220; H 0.192; H 0.225; H 0.227; H 0.256; H 0.260; H -0.086

=====

(x)
# C4H7OP

A structure of composition C4H7OP (ωB97M-V/def2-TZVPD, OMol25).

Cartesian coordinates (Å):
C  -0.053  -0.619  -1.194
C  1.175  0.848  0.349
C  -1.410  0.056  0.729
C  1.143  -0.367  -0.418
O  -1.152  0.169  -0.670
P  0.107  0.074  1.779
H  0.020  -0.094  -2.216
H  -0.238  -1.697  -1.051
H  2.149  0.896  0.762
H  0.680  1.717  -0.021
H  -2.181  0.952  1.071
H  -2.103  -0.833  0.956
H  1.863  -1.101  -0.076

Results
**HOMO energy (spin up / spin down)**: -7.51 / -7.51 eV
**E_LUMO (spin up / spin down)**: -0.2014 / -0.2046 eV

The net atomic charges from natural (NBO), expressed in e, are: C -0.151; C -0.669; C -0.412; C -0.167; O -0.547; P 0.424; H 0.228; H 0.199; H 0.234; H 0.237; H 0.211; H 0.184; H 0.229

=====

Stability check: which of them is least stable? (w).